The following is a DFT calculation (the ωB97M-V functional and the def2-TZVPD basis) of a molecular structure, C18H17BBaN12O in a non-equilibrium geometry.

Each line ends with the Mulliken charge.
Cartesian coordinates (Å):
Ba  0.822  1.148  -0.658  1.98
C  1.516  -2.218  2.781  -1.12
C  1.215  -0.903  2.381  -0.37
N  1.383  -0.754  1.065  -0.11
N  1.792  -1.957  0.593  0.10
C  1.885  -2.849  1.605  -0.13
B  2.194  -2.197  -0.883  0.20
N  0.979  -2.124  -1.831  -0.14
C  0.592  -3.116  -2.667  -0.13
C  -0.484  -2.673  -3.411  -1.18
C  -0.690  -1.359  -2.957  -0.36
N  0.192  -1.027  -2.007  0.17
N  3.315  -1.218  -1.304  0.21
C  4.584  -1.573  -1.611  -0.16
C  5.304  -0.429  -1.900  -0.89
C  4.368  0.605  -1.737  -0.43
N  3.171  0.131  -1.377  -0.29
H  1.479  -2.644  3.778  0.38
H  0.890  -0.060  2.986  0.43
H  2.208  -3.869  1.414  0.42
H  2.642  -3.316  -0.960  -0.18
H  1.114  -4.069  -2.668  0.42
H  -1.043  -3.214  -4.166  0.40
H  -1.440  -0.650  -3.279  0.39
H  4.881  -2.618  -1.605  0.41
H  6.347  -0.355  -2.188  0.37
H  4.509  1.671  -1.869  0.42
N  -0.892  2.344  -2.130  -0.80
C  -2.002  2.006  -2.039  0.46
C  -3.327  1.520  -1.889  0.18
C  -3.877  0.637  -2.876  0.22
N  -4.305  -0.105  -3.661  -0.53
C  -4.051  1.848  -0.697  0.19
N  -4.609  2.065  0.294  -0.54
C  -1.018  4.158  3.103  -0.95
N  -1.497  2.861  2.598  0.18
C  -2.614  2.250  3.099  0.04
C  -3.053  1.076  2.620  -1.12
C  -2.328  0.519  1.529  0.34
N  -1.234  1.102  1.043  0.19
C  -0.781  2.261  1.564  0.41
O  0.261  2.803  1.137  -0.87
N  -2.722  -0.630  0.958  -0.29
H  -1.664  4.477  3.915  0.33
H  -1.039  4.899  2.309  0.31
H  0.003  4.067  3.461  0.30
H  -3.122  2.775  3.896  0.35
H  -3.957  0.616  3.000  0.39
H  -3.642  -0.986  1.137  0.26
H  -2.260  -0.924  0.111  0.15

Atoms 1-6, force components in eV/Å:
1.251 0.527 -0.772
-0.003 0.117 -0.065
0.029 -0.189 -0.040
0.169 -0.905 0.704
0.054 -0.071 0.431
-0.058 0.152 -0.126

Computed properties:
Gap between HOMO and LUMO   8.073 eV
Highest occupied orbital energy   -7.92 eV
Charge   0
Relative energy (zero: lowest compared OMol25 entry of this formula, charge and spin)   21.4 kcal per mole
Spin multiplicity   1
LUMO   0.15 eV